#A
Below is a 7-piece molecular cluster, C28H42O21 overall, with properties calculated with ωB97M-V/def2-TZVPD.

Values from the calculation:
Orbital gap ... 10.46 eV
Structure (SMILES) ... C[C@H]1COC(=O)O1.C[C@H]1COC(=O)O1.C[C@H]1COC(=O)O1.C[C@H]1COC(=O)O1.C[C@H]1COC(=O)O1.C[C@H]1COC(=O)O1.C[C@H]1COC(=O)O1
E_HOMO ... -0.3862 hartree

ORCA input file:
```
! wB97M-V def2-TZVPD RIJCOSX def2/J DEFGRID3
* xyz 0 1
C 17.1710 -4.7103 7.8271
C 16.5003 -5.7333 8.7317
C 16.8530 -5.6176 10.2268
O 15.5775 -5.5193 10.8714
C 14.5967 -5.6919 9.9711
O 13.4576 -5.8951 10.2311
O 15.0831 -5.6212 8.6992
H 16.6402 -3.7667 7.9488
H 16.9890 -5.0216 6.7994
H 18.2250 -4.6631 8.0860
H 16.7914 -6.7338 8.3964
H 17.4915 -4.7682 10.4631
H 17.3295 -6.5220 10.6051
C 16.4722 -3.3746 2.8166
C 17.1011 -3.1836 4.1811
C 18.4915 -3.8222 4.3270
O 19.3463 -2.7092 4.6082
C 18.6208 -1.5785 4.7366
O 19.0454 -0.5830 5.2411
O 17.3687 -1.7666 4.3230
H 16.5825 -4.4475 2.6028
H 17.1082 -2.8963 2.0646
H 15.4470 -3.0553 2.6754
H 16.3797 -3.4689 4.9453
H 18.7584 -4.3064 3.3885
H 18.5441 -4.5249 5.1501
C 17.4328 -11.0317 5.1464
C 18.2340 -10.0166 4.3731
C 17.5488 -9.5527 3.0704
O 17.3882 -8.1352 3.2253
C 17.6797 -7.7878 4.4920
O 17.5032 -6.7099 4.9592
O 18.2659 -8.8028 5.1498
H 17.7362 -11.0613 6.1906
H 17.4781 -12.0412 4.7366
H 16.3776 -10.7479 5.1039
H 19.2466 -10.3347 4.1374
H 16.5931 -10.0246 2.8476
H 18.1879 -9.6995 2.1995
C 21.9920 -1.0388 6.2395
C 22.9856 -2.0063 6.8129
C 24.1803 -2.3165 5.8958
O 25.3074 -2.2585 6.7549
C 24.9355 -1.8290 7.9863
O 25.6820 -1.7478 8.9075
O 23.6399 -1.4740 7.9908
H 22.4267 -0.1891 5.7226
H 21.1772 -0.7536 6.9040
H 21.4175 -1.6570 5.5372
H 22.5262 -2.9468 7.1182
H 24.2648 -1.6775 5.0176
H 24.1065 -3.3430 5.5304
C 17.2431 2.4566 9.7190
C 16.8201 1.4990 8.6432
C 17.9067 0.8353 7.8089
O 17.8636 -0.5417 8.1925
C 16.7659 -0.7738 8.9389
O 16.4483 -1.8534 9.3257
O 16.1105 0.3695 9.2179
H 17.9208 1.9548 10.4140
H 16.3731 2.7360 10.3159
H 17.6686 3.3702 9.3105
H 16.0630 1.9508 7.9980
H 18.9027 1.2386 8.0082
H 17.7825 0.9096 6.7293
C 20.6116 3.0426 2.6436
C 19.7872 1.8883 3.1151
C 18.5373 2.3398 3.8676
O 17.5670 1.4004 3.4894
C 17.8968 0.9007 2.2717
O 17.1573 0.2485 1.6092
O 19.1740 1.2098 1.9746
H 20.0286 3.6233 1.9299
H 21.5051 2.7107 2.1124
H 20.9461 3.6332 3.4966
H 20.3485 1.0954 3.6056
H 18.2535 3.3610 3.5963
H 18.7364 2.3338 4.9402
C 16.0112 -3.9474 -1.5428
C 17.3692 -4.3183 -0.9837
C 18.0157 -5.5000 -1.7227
O 19.3518 -5.0933 -1.9208
C 19.4699 -3.7732 -1.6480
O 20.4519 -3.1369 -1.8255
O 18.3157 -3.2701 -1.1364
H 15.4336 -4.8789 -1.6237
H 16.0703 -3.5427 -2.5518
H 15.4286 -3.3210 -0.8712
H 17.1953 -4.6139 0.0555
H 17.5190 -5.6667 -2.6844
H 17.8662 -6.4257 -1.1688
*
```

#B
Below is a 7-piece molecular cluster, C28H42O21 overall, with properties calculated with ωB97M-V/def2-TZVPD.

Values from the calculation:
Orbital gap ... 10.17 eV
Structure (SMILES) ... C[C@H]1COC(=O)O1.C[C@H]1COC(=O)O1.C[C@H]1COC(=O)O1.C[C@H]1COC(=O)O1.C[C@H]1COC(=O)O1.C[C@H]1COC(=O)O1.C[C@H]1COC(=O)O1
E_HOMO ... -0.3924 hartree

ORCA input file:
```
! wB97M-V def2-TZVPD RIJCOSX def2/J DEFGRID3
* xyz 0 1
C -8.9162 28.7146 17.0620
C -9.2203 30.0881 16.5012
C -8.6030 30.3298 15.1138
O -9.6855 30.8356 14.3331
C -10.8412 30.7333 15.0125
O -11.9102 31.0369 14.5973
O -10.6276 30.2106 16.2471
H -7.8443 28.5319 17.0434
H -9.4626 27.9902 16.4593
H -9.2644 28.6464 18.0935
H -8.9441 30.8885 17.1884
H -8.1999 29.4301 14.6482
H -7.8207 31.0865 15.1502
C -7.0366 19.0206 16.3540
C -6.2153 19.5440 17.5056
C -6.4975 18.9285 18.8900
O -5.2179 18.6124 19.3991
C -4.2858 18.7231 18.4291
O -3.1432 18.4285 18.5314
O -4.8447 19.2192 17.2892
H -6.8555 17.9554 16.1909
H -6.6835 19.5096 15.4405
H -8.1093 19.1857 16.4382
H -6.3185 20.6348 17.5392
H -7.1009 18.0260 18.7593
H -7.0596 19.6013 19.5318
C -13.1950 27.9648 17.0183
C -13.4172 27.8300 18.4986
C -12.1770 27.3870 19.2929
O -11.9962 28.4251 20.2643
C -12.9581 29.3586 20.1378
O -13.0966 30.2868 20.8626
O -13.7323 29.1052 19.0598
H -14.0938 28.2677 16.4843
H -12.8796 27.0099 16.5822
H -12.3875 28.6626 16.7816
H -14.2439 27.1401 18.6784
H -11.2875 27.3398 18.6625
H -12.2962 26.4411 19.8153
C -9.7046 22.2559 15.8584
C -9.5317 23.4240 16.7918
C -10.4204 24.6354 16.4608
O -11.3697 24.6820 17.5471
C -10.9697 23.8602 18.5390
O -11.4358 23.8386 19.6352
O -10.0166 23.0244 18.0932
H -9.2465 21.3537 16.2591
H -9.2385 22.4802 14.8944
H -10.7499 22.0451 15.6275
H -8.4798 23.6925 16.8614
H -10.9346 24.5219 15.5116
H -9.8694 25.5679 16.5480
C -11.0335 19.8437 17.9697
C -10.2315 20.0324 19.2302
C -11.0347 20.4127 20.4859
O -10.6175 19.4556 21.4672
C -9.8555 18.4943 20.8986
O -9.4094 17.5615 21.4806
O -9.6854 18.7416 19.5833
H -10.4412 19.3449 17.2018
H -11.4080 20.7736 17.5493
H -11.8937 19.2022 18.1720
H -9.3733 20.6934 19.0957
H -12.0906 20.2030 20.3024
H -10.8677 21.4407 20.7876
C -4.0759 25.0481 13.4129
C -5.4187 25.7254 13.2669
C -6.5838 24.7884 12.8855
O -7.4375 24.7979 14.0289
C -7.0182 25.7177 14.9129
O -7.6049 26.0505 15.8928
O -5.8425 26.2604 14.5302
H -4.1114 24.3176 14.2206
H -3.3298 25.7992 13.6778
H -3.7601 24.5913 12.4763
H -5.3804 26.5652 12.5745
H -6.3019 23.7733 12.6204
H -7.1291 25.2135 12.0413
C -6.9812 19.2899 9.9411
C -7.4284 19.5687 11.3510
C -7.6016 21.0665 11.6802
O -8.8001 21.0977 12.4285
C -9.5064 19.9589 12.2281
O -10.6108 19.7815 12.6098
O -8.7541 19.0568 11.5626
H -6.9453 18.2172 9.7724
H -5.9537 19.6535 9.8200
H -7.5738 19.8570 9.2263
H -6.7652 19.0855 12.0708
H -7.7003 21.6616 10.7691
H -6.7465 21.4218 12.2524
*
```

It is #B that is most stable; the runner-up trails by 0.0205 hartree.

#A
Below is a 2-piece molecular cluster, C10H13O2 overall, with properties calculated with ωB97M-V/def2-TZVPD.

Values from the calculation:
Orbital gap ... 7.34 eV
E_HOMO ... -0.1495 hartree

ORCA input file:
```
! wB97M-V def2-TZVPD RIJCOSX def2/J DEFGRID3
* xyz -1 1
C -0.9155 -0.3580 -0.5768
C -1.4615 2.8241 1.3245
C -2.8267 2.6632 1.4306
C -0.7105 1.7762 0.7167
C -1.5006 0.6913 0.3645
C -3.5904 1.5643 1.1327
C -2.9244 0.5735 0.3810
H -0.9219 3.6412 1.7510
H -3.3484 3.5424 1.7970
H 0.3280 2.0567 0.4244
H -4.6269 1.4196 1.4055
H -0.1142 -0.9351 -0.1304
H -0.4910 0.1202 -1.4643
H -3.3867 -0.3714 0.1334
H -1.4787 -1.2263 -0.9479
C 2.5643 -2.0910 -0.3777
C 3.9088 -1.3341 -0.6113
C 1.5283 -2.0306 -1.4815
O 1.6543 -1.2505 -2.4536
O 0.5306 -2.6989 -1.1417
H 2.9342 -3.1673 -0.3435
H 2.0938 -1.9595 0.5757
H 4.6630 -2.0558 -0.4864
H 3.9514 -0.5385 0.1672
H 4.1408 -0.8558 -1.5891
*
```

#B
Below is a 2-piece molecular cluster, C10H13O2 overall, with properties calculated with ωB97M-V/def2-TZVPD.

Values from the calculation:
Orbital gap ... 7.12 eV
E_HOMO ... -0.1490 hartree

ORCA input file:
```
! wB97M-V def2-TZVPD RIJCOSX def2/J DEFGRID3
* xyz -1 1
C 0.8472 2.0961 -3.7340
C 0.8177 -0.0458 -0.5786
C 0.6729 0.3395 -1.9109
C 1.5380 0.7326 0.3039
C 1.1410 1.5672 -2.3537
C 2.0266 1.9617 -0.1448
C 1.7846 2.4118 -1.4321
H 0.3807 -0.9786 -0.2533
H 0.1800 -0.3290 -2.6024
H 1.6519 0.4634 1.3426
H 2.5215 2.6143 0.5604
H 1.6339 1.7770 -4.4245
H 0.9419 3.1838 -3.7805
H 1.9825 3.4343 -1.7297
H -0.1352 1.8257 -4.1120
C -1.9080 -0.9652 1.2677
C -3.3354 -0.9663 1.9080
C -0.9385 -1.9780 1.9504
O -1.3472 -3.1566 1.9746
O 0.1420 -1.4986 2.3752
H -2.0445 -1.3464 0.2532
H -1.4435 0.0146 1.2944
H -3.2751 -1.5052 2.8482
H -4.0143 -1.4991 1.2509
H -3.7260 0.0417 2.0590
*
```

It is #B that is most stable; the runner-up trails by 0.0583 hartree.

#A
Below is C2H4NO4S as an isolated structure, with properties calculated with ωB97M-V/def2-TZVPD.

Values from the calculation:
Orbital gap (spin up / spin down) ... 7.78 / 7.78 eV
E_HOMO (spin up / spin down) ... -0.1581 / -0.1580 hartree

ORCA input file:
```
! wB97M-V def2-TZVPD RIJCOSX def2/J DEFGRID3
* xyz -1 1
C 1.1843 0.3768 0.2799
C 0.0218 -0.1856 -0.4192
N -0.1402 -1.5545 -0.3273
O -1.0893 -2.1097 -0.8890
O -1.2638 2.1845 -0.4243
O 0.4682 -2.2196 0.5793
O -1.7473 0.7774 1.5245
S -1.7456 0.8529 0.0517
H 1.0943 0.5091 1.3642
H 1.9692 -0.3079 0.1111
H 1.3014 1.3343 -0.0908
H -0.0531 0.3422 -1.7600
*
```

#B
Below is an isolated ion of composition C2H4NO4S and charge -1, with properties calculated with ωB97M-V/def2-TZVPD.

Values from the calculation:
Orbital gap ... 8.00 eV
E_HOMO ... -0.1492 hartree

ORCA input file:
```
! wB97M-V def2-TZVPD RIJCOSX def2/J DEFGRID3
* xyz -1 1
C 1.3145 0.3651 -0.3247
C 0.1460 -0.2729 0.4296
N -0.3040 -1.5805 -0.0350
O -2.5595 0.8933 0.6284
O -0.9350 -2.2727 0.7237
O -0.0711 -1.9107 -1.2197
O -0.8021 2.3298 -0.1675
S -1.4623 1.0287 -0.3727
H 2.2575 0.4215 0.4142
H 0.9319 1.3104 -0.4837
H 1.3985 -0.1410 -1.1811
H 0.0856 -0.1709 1.5884
*
```

It is #B that is most stable; the runner-up trails by 0.0256 hartree.